# 1
Entry from the OMol25 dataset: an isolated ion of composition C4H2ClO2 and charge -1 (ωB97M-V with the def2-TZVPD basis set).

## Properties
lowest unoccupied orbital energy	3.518	eV
energy relative to the best compared isomer or geometry (same formula, charge and spin)	221.8	kJ/mol
charge	-1
HOMO level	-0.116	Eh
frontier orbital gap	6.7	eV

XYZ file:
```
9
Properties=species:S:1:pos:R:3:forces:R:3
C -0.4311 -0.3218 -1.4258 -0.0067 1.2333 -0.0966
C -0.0528 0.6197 -0.5754 -0.1840 1.9885 2.7933
O -0.2314 1.8441 -0.4907 0.4013 -0.5451 -0.1494
C 0.7013 -0.0658 0.8719 0.7978 0.2304 -1.9403
Cl 2.3116 -0.6112 0.5855 0.2092 -0.1041 0.4323
C -0.0379 -0.1251 1.9159 -2.3124 0.2860 -0.0302
O -1.0281 -0.0575 2.5780 1.3560 -0.2045 0.2432
H -1.0404 0.0010 -2.2013 -0.8468 0.3001 -1.6154
H -0.1911 -1.2834 -1.2582 0.5856 -3.1845 0.3631
```
Positions in Å, forces in eV/Å.

Atom charges from the Mulliken analysis, given in e for atoms 1 to 4: atom 1 (C): -1.039, atom 2 (C): 0.430, atom 3 (O): -0.693, atom 4 (C): -0.171

---

# 2
Entry from the OMol25 dataset: one molecule with the formula C4H2ClP (ωB97M-V with the def2-TZVPD basis set).

## Properties
lowest unoccupied orbital energy	0.149	eV
energy relative to the best compared isomer or geometry (same formula, charge and spin)	0.0	kJ/mol
charge	0
HOMO level	-0.360	Eh
frontier orbital gap	9.9	eV

XYZ file:
```
8
Properties=species:S:1:pos:R:3:forces:R:3
C 1.1353 2.0415 -0.1026 -1.3173 -4.0270 1.8031
C 0.8755 0.9054 0.3365 1.5944 3.9148 -2.1652
P 0.8873 -0.7788 0.8126 -0.5704 -0.3177 -0.8037
Cl -0.2605 -0.4381 2.4258 -0.5583 -0.1913 1.5594
C -0.4741 -1.2900 -0.2481 1.1284 -0.0232 -0.3112
C -1.1852 -1.6576 -1.1474 -0.4981 0.2645 0.7470
H 1.0861 3.0551 -0.3699 0.2388 0.6468 -0.2913
H -2.0644 -1.8375 -1.7068 -0.0175 -0.2668 -0.5381
```
Positions in Å, forces in eV/Å.

Atom charges from the Mulliken analysis, given in e for atoms 1 to 4: atom 1 (C): 0.150, atom 2 (C): -0.430, atom 3 (P): 0.005, atom 4 (Cl): -0.212

---

# 3
Entry from the OMol25 dataset: C4H2DyLiO2 as an isolated structure (ωB97M-V with the def2-TZVPD basis set).

## Properties
lowest unoccupied orbital energy (spin up / spin down)	-4.173 / -5.711	eV
⟨S²⟩	12.02
spin multiplicity	7
energy relative to the best compared isomer or geometry (same formula, charge and spin)	167.3	kJ/mol
charge	+1
HOMO level (spin up / spin down)	-0.363 / -0.365	Eh
frontier orbital gap (spin up / spin down)	5.7 / 4.2	eV

XYZ file:
```
10
Properties=species:S:1:pos:R:3:forces:R:3
O -1.3073 1.9701 1.2938 -0.5054 -0.0726 -0.3772
C -1.3937 0.9210 2.0695 1.2129 -0.5745 1.5816
C -1.1242 0.1416 2.9691 -0.4592 -0.1804 -1.5735
C 2.0718 1.8824 1.4577 -0.3943 -0.6128 -1.0791
C 1.8796 0.7261 1.0025 -0.2708 2.6212 1.4123
O 1.5049 -0.4863 0.8997 -2.3361 -4.3598 -0.1542
Dy -0.0228 -2.1248 1.2557 2.3253 2.5541 -0.5637
H -2.1571 2.2013 0.8890 -0.1431 -0.0236 0.1028
H -0.9474 -0.7322 3.5737 -0.2708 0.7151 0.3099
Li 0.4765 2.7396 0.6250 0.8414 -0.0666 0.3410
```
Positions in Å, forces in eV/Å.

Atom charges from the Mulliken analysis, given in e for atoms 1 to 4: atom 1 (O): -0.467, atom 2 (C): 0.336, atom 3 (C): -0.467, atom 4 (C): -0.930

---

# 4
Entry from the OMol25 dataset: one molecule with the formula C4H2F2N4 (ωB97M-V with the def2-TZVPD basis set).

## Properties
lowest unoccupied orbital energy (spin up / spin down)	-0.796 / -3.856	eV
⟨S²⟩	2.03
spin multiplicity	3
energy relative to the best compared isomer or geometry (same formula, charge and spin)	0.0	kJ/mol
charge	0
HOMO level (spin up / spin down)	-0.283 / -0.389	Eh
frontier orbital gap (spin up / spin down)	6.9 / 6.7	eV

XYZ file:
```
12
Properties=species:S:1:pos:R:3:forces:R:3
C 1.5570 1.4844 0.7547 -1.2580 -0.8374 0.0113
C -1.5262 -0.7286 0.5055 1.9332 1.4456 -0.0504
C -0.3277 0.0149 1.0671 -1.4478 0.8884 -1.4604
C 0.3018 0.9870 0.3490 -0.0791 -1.3753 3.2472
N 2.5958 1.7357 1.1267 2.1422 0.8223 0.6474
N -1.4046 -1.2438 -0.6627 0.3134 -2.0334 -0.9241
N -0.3341 -1.2478 -1.3611 -2.9940 -2.6559 0.9765
N 0.2127 -0.2699 -1.8753 4.6624 2.5222 -2.5945
F 0.0666 -0.5011 2.2267 0.3883 0.3183 -0.2382
F 1.4007 -0.7137 -2.5848 -1.5611 0.4761 0.3379
H -2.4478 -1.0124 0.9132 -0.9236 0.1359 1.4946
H -0.0942 1.4953 -0.4590 -1.1759 0.2931 -1.4472
```
Positions in Å, forces in eV/Å.

Atom charges from the Mulliken analysis, given in e for atoms 1 to 4: atom 1 (C): 0.203, atom 2 (C): -0.282, atom 3 (C): 0.566, atom 4 (C): -0.453

---

# 5
Entry from the OMol25 dataset: one molecule with the formula C4H2F2O (ωB97M-V with the def2-TZVPD basis set).

## Properties
lowest unoccupied orbital energy	0.910	eV
energy relative to the best compared isomer or geometry (same formula, charge and spin)	30.7	kJ/mol
charge	0
HOMO level	-0.336	Eh
frontier orbital gap	10.0	eV

XYZ file:
```
9
Properties=species:S:1:pos:R:3:forces:R:3
F -2.2486 -0.6935 -0.0185 0.9818 0.3667 -0.1332
C -1.0877 -0.0435 -0.0559 1.1257 -1.5614 1.0082
C -0.7702 1.2564 -0.0156 1.6773 -1.6679 0.0124
C 0.6989 1.2882 0.0724 0.0404 0.8180 -0.8164
C 1.0977 0.0150 0.0536 -0.3964 -1.9103 0.0937
F 2.2308 -0.6671 -0.0764 0.0567 1.1237 0.2955
O 0.0780 -0.8852 0.0895 -2.3869 2.0360 -0.7414
H -1.4171 2.0654 -0.0954 -0.9301 1.1447 -0.0231
H 1.3207 2.1648 -0.0945 -0.1683 -0.3495 0.3041
```
Positions in Å, forces in eV/Å.

Atom charges from the Mulliken analysis, given in e for atoms 1 to 4: atom 1 (F): -0.232, atom 2 (C): 0.134, atom 3 (C): -0.219, atom 4 (C): -0.410

---

# 6
Entry from the OMol25 dataset: a 2-piece molecular cluster, C4H2F2O overall (ωB97M-V with the def2-TZVPD basis set).

## Properties
lowest unoccupied orbital energy (spin up / spin down)	-1.968 / -1.968	eV
energy relative to the best compared isomer or geometry (same formula, charge and spin)	704.5	kJ/mol
charge	0
HOMO level (spin up / spin down)	-0.399 / -0.399	Eh
frontier orbital gap (spin up / spin down)	8.9 / 8.9	eV

XYZ file:
```
9
Properties=species:S:1:pos:R:3:forces:R:3
C 0.3268 -0.7431 -3.5040 0.1594 0.0171 0.5274
C 0.4561 -0.7004 -2.2218 0.3552 1.2627 -1.7054
C 0.4933 -0.4419 -0.8299 -4.6964 2.2367 1.5822
C 0.2653 -1.7714 -1.2218 -1.7449 -4.1515 -0.6757
O -1.2579 0.3323 -0.2151 1.1191 -3.2932 -2.9917
F -0.9606 -2.3995 -1.2312 0.4208 1.3055 0.5266
F 1.0966 -2.8085 -1.1884 1.0745 0.5305 0.4713
H 0.9915 0.1933 -0.1577 1.1323 0.2639 0.4594
H -1.9240 -0.2591 -0.7875 2.1799 1.8284 1.8059
```
Positions in Å, forces in eV/Å.

Atom charges from the Mulliken analysis, given in e for atoms 1 to 4: atom 1 (C): -0.276, atom 2 (C): 0.206, atom 3 (C): -0.339, atom 4 (C): 0.746

---

# 7
Entry from the OMol25 dataset: a 2-piece molecular cluster, C4H2F2O overall (ωB97M-V with the def2-TZVPD basis set).

## Properties
lowest unoccupied orbital energy (spin up / spin down)	-2.666 / -2.674	eV
energy relative to the best compared isomer or geometry (same formula, charge and spin)	872.8	kJ/mol
charge	0
HOMO level (spin up / spin down)	-0.345 / -0.349	Eh
frontier orbital gap (spin up / spin down)	6.7 / 6.8	eV

XYZ file:
```
9
Properties=species:S:1:pos:R:3:forces:R:3
C 0.3979 3.4438 0.1104 -0.0250 2.2495 0.4810
C 0.4275 2.2730 -0.1508 -0.2349 -1.6844 -0.4342
C 0.4661 -0.2085 -0.6288 -2.1075 -3.3279 0.9053
C -0.3125 -1.0765 0.1019 1.1510 0.5692 -2.8402
O -0.5615 -0.9329 1.3710 0.1213 0.9719 0.8289
F 0.7548 -0.3203 -1.9065 -0.1615 -0.3050 -0.5369
F -0.8170 -2.2022 -0.4340 0.4042 0.3253 0.1838
H 0.6502 0.7199 -0.1817 1.3005 1.8898 1.1433
H -1.0055 -1.6962 1.7185 -0.4481 -0.6884 0.2691
```
Positions in Å, forces in eV/Å.

Atom charges from the Mulliken analysis, given in e for atoms 1 to 4: atom 1 (C): 0.361, atom 2 (C): -0.510, atom 3 (C): -0.233, atom 4 (C): 0.484

---

# 8
Entry from the OMol25 dataset: one molecule with the formula C4H2F3N (ωB97M-V with the def2-TZVPD basis set).

## Properties
lowest unoccupied orbital energy (spin up / spin down)	0.689 / -3.150	eV
⟨S²⟩	2.02
spin multiplicity	3
charge	0
HOMO level (spin up / spin down)	-0.177 / -0.380	Eh
frontier orbital gap (spin up / spin down)	5.5 / 7.2	eV

XYZ file:
```
10
Properties=species:S:1:pos:R:3:forces:R:3
C -0.1472 -0.0637 0.9817 1.4957 1.8295 -0.3961
C 0.8534 0.2301 -0.0604 -0.4239 -0.7001 1.6381
C -1.3154 -0.8951 0.7493 -0.3453 -5.1657 -1.7233
C 0.6671 0.6677 -1.2952 -0.7126 0.5518 -1.6467
N -1.6390 0.3007 0.8390 -0.3408 5.2133 0.7766
F -1.7237 -2.1126 0.5899 -0.2829 -1.4998 0.2136
F -0.4850 0.9887 -1.8600 0.9507 -0.3187 0.5415
F 1.6624 0.8475 -2.1545 -0.5602 -0.0586 0.4852
H 0.2463 -0.0101 1.9899 0.1339 0.0423 0.1878
H 1.8812 0.0468 0.2202 0.0853 0.1059 -0.0768
```
Positions in Å, forces in eV/Å.

Atom charges from the Mulliken analysis, given in e for atoms 1 to 4: atom 1 (C): 0.132, atom 2 (C): -0.386, atom 3 (C): 0.028, atom 4 (C): 0.554

---

# 9
Entry from the OMol25 dataset: one molecule with the formula C4H2F4 (ωB97M-V with the def2-TZVPD basis set).

## Properties
lowest unoccupied orbital energy	0.552	eV
energy relative to the best compared isomer or geometry (same formula, charge and spin)	89.8	kJ/mol
charge	0
HOMO level	-0.334	Eh
frontier orbital gap	9.6	eV

XYZ file:
```
10
Properties=species:S:1:pos:R:3:forces:R:3
F 2.8468 -1.3837 0.0985 0.5340 -0.1863 -0.0840
C 2.1135 -0.2971 0.0582 -4.6068 2.1178 -0.3793
C 0.7268 -0.4038 0.0394 -1.4346 -0.4183 -0.6239
F 0.2479 -1.6701 -0.0623 0.3948 -0.4145 0.4202
C -0.5940 0.5044 -0.0083 -0.4483 -2.5411 -0.1433
C -1.9904 0.3431 -0.0494 4.4942 -1.5070 1.2405
F -2.6959 1.4311 0.0035 -0.9794 0.3783 -0.3219
F -2.7409 -0.7457 0.1163 0.7278 0.9408 -0.4459
H 2.5179 0.7102 -0.1009 0.5871 -0.7808 0.4297
H -0.4317 1.5115 -0.0950 0.7310 2.4111 -0.0921
```
Positions in Å, forces in eV/Å.

Atom charges from the Mulliken analysis, given in e for atoms 1 to 4: atom 1 (F): -0.211, atom 2 (C): -0.229, atom 3 (C): 0.436, atom 4 (F): -0.268

---

# 10
Entry from the OMol25 dataset: one molecule with the formula C4H2FN (ωB97M-V with the def2-TZVPD basis set).

## Properties
lowest unoccupied orbital energy	-0.402	eV
energy relative to the best compared isomer or geometry (same formula, charge and spin)	49.3	kJ/mol
charge	0
HOMO level	-0.400	Eh
frontier orbital gap	10.5	eV

XYZ file:
```
8
Properties=species:S:1:pos:R:3:forces:R:3
N 0.9720 2.0891 -2.7804 -0.7173 -0.3805 -0.0247
C 0.6162 1.4322 -1.8976 1.6692 1.1312 -0.3914
C 0.5647 0.7816 -0.6965 -1.1845 -1.3525 1.8131
C 0.2847 0.1749 0.3220 -0.7354 -0.0981 -0.8905
C -0.4753 -0.8695 1.0877 2.6613 0.0795 0.1984
F -0.3888 -0.8610 2.4600 -0.1247 0.5656 -0.2397
H -0.1293 -1.8279 0.7683 0.9287 -0.7369 -0.2266
H -1.4442 -0.9194 0.7364 -2.4973 0.7918 -0.2386
```
Positions in Å, forces in eV/Å.

Atom charges from the Mulliken analysis, given in e for atoms 1 to 4: atom 1 (N): -0.418, atom 2 (C): -0.233, atom 3 (C): 0.115, atom 4 (C): 0.508